Record 1
A cluster of 2 separate species, C3H6N3O2 in total. Source: the Open Molecules 2025 dataset; level of theory: ωB97M-V/def2-TZVPD.

Last column: Löwdin charge in e.
Cartesian coordinates (Å):
C (-1.66163, 0.01711, 0.69533)  -0.097
H (-2.55501, 0.39206, 0.12873)  0.081
N (1.03639, -0.76001, -1.83641)  -0.066
N (-0.11581, -0.80230, -1.05736)  -0.191
H (1.61422, 0.12346, -1.38323)  0.113
N (0.91881, -1.71697, -0.80805)  -0.067
C (-0.38229, 0.21317, -0.07661)  -0.277
H (-0.44876, 1.66359, -1.06264)  0.201
O (1.86002, 1.09840, 0.08249)  -0.098
O (0.50997, 0.93955, 1.93316)  -0.069
H (-1.79805, -0.95066, 1.14222)  0.068
H (-1.47388, 0.57282, 1.56590)  0.031
H (1.64509, -1.56347, -0.06286)  0.108
C (0.85094, 0.77325, 0.73934)  -0.737

- largest force on an atom (eV/Å) = 4.634
- gap between HOMO and LUMO (eV) = 8.25
- energy (eV) = -11768.991
- total charge = -1

Record 2
A structure of composition C3H6N3O2. Source: the Open Molecules 2025 dataset; level of theory: ωB97M-V/def2-TZVPD.

Last column: Löwdin charge in e.
Cartesian coordinates (Å):
O (-1.45227, 1.77110, 1.32534)  0.180
C (-0.80862, 1.03136, 0.47674)  -0.152
H (1.71236, -2.33496, -0.96916)  0.177
C (0.47984, -0.65721, -0.30060)  -0.339
H (-1.63625, 0.93835, -1.94135)  0.072
H (0.72297, 1.09381, 2.32523)  0.202
N (-0.37036, -0.63811, -1.30286)  0.050
H (-0.25450, -1.38348, -1.95629)  0.176
C (-1.43618, 0.16927, -1.19520)  0.105
H (2.09334, -1.52749, 0.55266)  0.139
N (1.45611, -1.57121, -0.27124)  0.182
O (1.00887, 0.28939, 1.74098)  0.106
N (0.19367, 0.25682, 0.64717)  -0.043
H (-1.70897, 2.56236, 0.86857)  0.144

- largest force on an atom (eV/Å) = 8.505
- gap between HOMO and LUMO (spin up / spin down) (eV) = 7.96 / 7.96
- energy (eV) = -11761.191
- total charge = +1

Record 3
The ion C3H6N3O3 with charge +1. Source: the Open Molecules 2025 dataset; level of theory: ωB97M-V/def2-TZVPD.

Last column: Löwdin charge in e.
Cartesian coordinates (Å):
H (-2.87506, -0.32554, -0.01210)  0.130
O (1.13833, 1.50817, -1.10522)  0.131
C (0.40057, -0.99588, -0.73454)  -0.080
O (1.93765, 2.56609, 0.65168)  0.161
N (-0.56879, 0.39105, 0.94771)  0.246
C (-0.88539, -0.42847, -0.07699)  -0.234
O (1.41524, -0.71273, 0.14575)  0.055
N (-2.10487, -0.75610, -0.41500)  0.277
H (-2.27940, -1.51213, -0.93312)  0.096
H (-1.11372, 0.98623, 1.54859)  0.159
C (1.17324, 0.31792, 0.86720)  -0.080
H (1.64466, 0.21722, 1.76124)  0.144
H (0.31733, -0.74231, -1.75876)  0.127
N (1.48211, 1.66435, 0.01963)  -0.333
H (0.31810, -2.17787, -0.90607)  0.203

- largest force on an atom (eV/Å) = 5.513
- gap between HOMO and LUMO (eV) = 10.75
- SMILES = [NH2+]=C1CO[C@@H]([N+](=O)[O-])N1
- energy (eV) = -13809.403
- total charge = +1

Record 4
An isolated molecule of C3H6N3P. Source: the Open Molecules 2025 dataset; level of theory: ωB97M-V/def2-TZVPD.

Last column: Löwdin charge in e.
Cartesian coordinates (Å):
H (-0.45712, -1.95643, 1.69281)  0.087
H (-0.90515, 1.29617, -2.67679)  0.090
C (1.05747, -0.38505, 1.39835)  -0.207
N (-0.95269, 1.62504, -1.73948)  0.056
C (0.72081, -0.91525, 0.00215)  -0.349
H (1.18339, -1.86988, -0.46960)  0.148
C (-0.28065, -1.00493, 1.15852)  -0.331
N (0.40146, -0.00457, -1.09347)  0.035
P (-1.67294, 0.52785, 0.51426)  0.871
H (1.78076, -0.92611, 2.01086)  0.083
H (1.39483, 0.72377, 1.53081)  0.129
N (-0.62229, 0.66523, -0.77527)  -0.620
H (-1.64787, 2.22416, -1.55314)  0.009

- largest force on an atom (eV/Å) = 4.019
- gap between HOMO and LUMO (eV) = 7.80
- energy (eV) = -16962.471

Record 5
A cluster of 2 separate species, C3H6N3P in total. Source: the Open Molecules 2025 dataset; level of theory: ωB97M-V/def2-TZVPD.

Last column: Löwdin charge in e.
Cartesian coordinates (Å):
H (-1.83245, 3.02955, 0.30749)  0.040
N (1.07968, -1.87041, -0.24175)  0.127
C (-1.88973, 0.13054, -0.57073)  -0.353
C (1.90906, -1.09375, -0.09580)  -0.251
H (2.20232, 1.03157, -0.32122)  0.123
H (-1.34329, -2.16637, -0.52330)  -0.159
H (3.55836, 0.09887, 0.24762)  0.055
N (-1.70697, 1.22253, -0.13123)  -0.239
C (2.50817, 0.15225, 0.36124)  -0.069
N (-1.22937, 2.33985, -0.06457)  0.051
P (-2.20466, -1.41971, 0.24993)  0.745
H (2.24062, 0.37779, 1.33414)  0.054
H (-3.29174, -1.83272, -0.55181)  -0.125

- largest force on an atom (eV/Å) = 3.644
- gap between HOMO and LUMO (eV) = 8.74
- SMILES = [H]/N=N/C#[PH2].CC#N
- energy (eV) = -16963.151

Record 6
An isolated molecule of C3H6N3P. Source: the Open Molecules 2025 dataset; level of theory: ωB97M-V/def2-TZVPD.

Last column: Löwdin charge in e.
Cartesian coordinates (Å):
C (0.08505, 2.13562, -0.84562)  -0.060
H (-1.83766, -1.75983, 0.44306)  0.089
C (-0.17481, 0.73568, -0.30744)  -0.355
N (0.05628, -1.29831, 0.60275)  -0.361
C (0.80425, -0.13840, 0.22666)  -0.070
N (-1.41605, 0.18556, -0.15909)  0.043
P (0.04084, -3.12694, 1.18261)  0.883
H (1.83405, -0.11379, 0.19336)  0.059
H (0.77427, 2.56140, -0.02628)  0.098
H (0.62420, 2.23407, -1.84623)  0.087
H (1.31724, -3.05254, 1.16251)  -0.261
N (-1.20946, -0.95018, 0.37792)  -0.215
H (-0.89821, 2.58766, -1.00421)  0.063

- expectation value of S² = 2.0204
- largest force on an atom (eV/Å) = 5.007
- multiplicity = 3
- gap between HOMO and LUMO (spin up / spin down) (eV) = 5.19 / 7.23
- energy (eV) = -16961.559

Record 7
A cluster of 2 separate species, C3H6N3S3 in total. Source: the Open Molecules 2025 dataset; level of theory: ωB97M-V/def2-TZVPD.

Last column: Löwdin charge in e.
Cartesian coordinates (Å):
C (0.38096, 0.63942, -1.68281)  -0.804
S (-0.85257, 2.37255, 1.41196)  0.398
N (0.15010, 1.38800, -0.68288)  -0.130
H (-1.73074, -0.20248, -0.78763)  -0.072
S (-0.35863, -0.75101, -2.30930)  0.460
N (-0.90525, 1.22840, 0.16022)  -0.685
H (0.41830, -0.67485, 2.20664)  0.080
S (-2.96399, -0.06804, 1.15109)  0.422
N (-1.80917, 0.30110, 0.08549)  -0.599
H (1.96887, 0.30015, 0.48403)  0.049
H (1.34512, 0.93577, -2.34763)  0.089
C (1.59501, -0.69557, 0.41086)  -0.120
H (0.25097, -2.10686, 0.95650)  -0.004
C (0.72685, -1.27530, 1.25024)  -0.085
H (1.78416, -1.39128, -0.30676)  0.000

- largest force on an atom (eV/Å) = 6.562
- gap between HOMO and LUMO (spin up / spin down) (eV) = 6.85 / 6.86
- energy (eV) = -40181.294
- total charge = -1

Record 8
An isolated molecule of C3H6N4. Source: the Open Molecules 2025 dataset; level of theory: ωB97M-V/def2-TZVPD.

Last column: Löwdin charge in e.
Cartesian coordinates (Å):
H (0.70456, -1.63001, -1.27141)  0.157
C (0.47741, 0.94458, -1.34690)  -0.014
H (1.55010, 0.99667, -1.38045)  0.081
H (0.26124, -2.66636, 0.15995)  0.134
N (-0.01003, -1.78790, -0.39359)  0.098
N (-0.42727, 1.40093, 0.99648)  0.070
N (-0.68128, -0.76509, 1.59464)  0.105
H (-1.03664, 0.86174, 2.95240)  0.115
H (0.06093, 0.23556, -2.05359)  0.079
C (-0.75706, 0.57299, 1.91094)  -0.265
H (0.08790, 1.94833, -1.50879)  0.091
N (-0.01217, 0.58506, -0.02410)  -0.133
C (-0.21769, -0.69651, 0.36440)  -0.518

- largest force on an atom (eV/Å) = 5.266
- gap between HOMO and LUMO (eV) = 9.45
- SMILES = Cn1ncnc1N
- energy (eV) = -9168.060

Record 9
An isolated molecule of C3H6N4. Source: the Open Molecules 2025 dataset; level of theory: ωB97M-V/def2-TZVPD.

Last column: Löwdin charge in e.
Cartesian coordinates (Å):
H (-0.13601, -2.40102, 2.03668)  0.045
N (-0.06823, -0.89033, -0.80624)  0.233
N (0.78316, 1.11102, -0.47128)  -0.052
C (0.54960, 2.21813, -1.38709)  -0.082
H (-0.81898, -3.19170, 0.58807)  0.101
H (1.49408, 2.55573, -1.85070)  0.076
H (-0.06471, 1.68145, -2.16980)  0.094
C (-0.67948, -2.22247, 1.16256)  -0.060
C (-0.15773, -1.09471, 0.38352)  -0.524
H (-1.73930, -1.93790, 1.49401)  0.111
H (-0.03514, 3.09167, -1.04072)  0.082
N (0.64466, 1.04355, 0.74323)  -0.078
N (0.22807, 0.03659, 1.31777)  0.053

- largest force on an atom (eV/Å) = 3.643
- gap between HOMO and LUMO (spin up / spin down) (eV) = 8.85 / 8.86
- energy (eV) = -9164.222

Record 10
A structure of composition C3H6N4. Source: the Open Molecules 2025 dataset; level of theory: ωB97M-V/def2-TZVPD.

Last column: Löwdin charge in e.
Cartesian coordinates (Å):
H (-2.04226, 2.48572, 0.48060)  0.108
C (0.29827, -0.41266, -0.45787)  -0.544
N (-1.28661, 2.02536, 0.95801)  0.179
C (0.30228, -1.88404, -0.66808)  -0.008
C (-0.63491, 1.05125, 0.32458)  -0.488
N (0.48741, 0.32294, 0.87999)  0.075
N (1.43529, 0.40373, -0.27655)  0.088
N (-0.84470, 0.43262, -0.79549)  0.142
H (-0.65239, -2.29836, -0.35169)  0.081
H (0.43104, -2.08301, -1.73191)  0.084
H (2.25309, -0.14679, -0.01370)  0.099
H (1.11002, -2.35023, -0.10707)  0.079
H (-0.85653, 2.45347, 1.75918)  0.105

- largest force on an atom (eV/Å) = 1.301
- gap between HOMO and LUMO (eV) = 9.84
- energy (eV) = -9165.851

Record 11
An isolated molecule of C3H6N4. Source: the Open Molecules 2025 dataset; level of theory: ωB97M-V/def2-TZVPD.

Last column: Löwdin charge in e.
Cartesian coordinates (Å):
N (-0.89422, 1.50945, -0.77374)  -0.008
C (-0.06102, -1.70007, 1.33384)  -0.014
C (-0.84119, 0.17486, -1.05908)  -0.034
H (1.34450, 0.59936, 1.20972)  0.152
N (0.07110, 1.84907, 0.01355)  0.001
N (0.33684, -0.27134, -0.37479)  -0.173
H (-1.12102, -1.60641, 1.34861)  0.085
C (0.60938, 0.80607, 0.35833)  -0.272
H (-1.26093, -0.53701, -1.70497)  0.099
H (0.31381, -1.00159, 2.01341)  0.042
N (0.57910, -1.50591, -0.06868)  -0.005
H (0.31574, -2.57287, 1.71564)  0.050
H (1.51518, -1.63553, 0.04468)  0.078

- largest force on an atom (eV/Å) = 8.990
- gap between HOMO and LUMO (eV) = 10.06
- SMILES = CNn1cnnc1
- energy (eV) = -9164.899

Record 12
A structure of composition C3H6N4. Source: the Open Molecules 2025 dataset; level of theory: ωB97M-V/def2-TZVPD.

Last column: Löwdin charge in e.
Cartesian coordinates (Å):
C (-0.06250, -0.22945, 0.27246)  -0.481
C (0.29594, 1.16022, -0.42966)  -0.161
N (0.95905, 0.02312, 2.23903)  -0.034
H (-1.68578, -1.78525, -0.28041)  0.154
N (0.02857, 0.75711, -1.71527)  -0.073
H (1.43403, 1.50967, -0.02622)  0.163
H (0.53028, 1.08429, 2.27910)  0.127
N (0.09778, -0.73954, 1.34979)  -0.015
C (-0.92852, -0.94345, -0.51003)  -0.090
H (0.97292, -0.62749, 3.08926)  0.090
H (-0.68296, 1.87514, 0.32027)  0.198
N (-0.66174, -0.44163, -1.72429)  0.044
H (0.63641, 0.82621, -2.42350)  0.078

- largest force on an atom (eV/Å) = 7.242
- gap between HOMO and LUMO (eV) = 8.87
- energy (eV) = -9162.561